Record 1
DFT (ωB97M-V/def2-TZVPD) results for C5H5NO2 in the gas phase in a non-equilibrium geometry.

Geometry as XYZ:
```
13
Properties=species:S:1:pos:R:3
C 2.433 0.653 0.560
C 1.336 0.256 0.899
C -0.716 1.571 -0.582
C -0.792 -0.926 0.692
C -0.772 -0.724 -0.899
N 0.040 0.048 1.258
O -0.599 2.727 -0.465
O -1.026 0.611 -1.306
H 3.465 0.907 0.527
H -1.721 -0.893 1.053
H -0.437 -1.915 0.754
H 0.229 -0.889 -1.059
H -1.440 -1.426 -1.431
```

Values from the calculation:
* HOMO energy (alpha / beta): -7.8 / -7.8 eV
* gap between HOMO and LUMO (alpha / beta): 7.2472 / 7.2548 eV
* ΔE to the lowest compared entry with this formula, charge and spin: 6.0901 eV

Record 2
DFT (ωB97M-V/def2-TZVPD) results for C5H5NO2S in the gas phase in a non-equilibrium geometry.

Geometry as XYZ:
```
14
Properties=species:S:1:pos:R:3
C -1.111 1.379 0.072
C -0.122 2.345 0.002
C -0.860 0.042 0.003
C 1.554 0.363 0.381
C 2.631 -0.565 0.091
N 2.186 -1.764 -0.367
O 3.805 -0.335 0.328
O -1.462 -1.021 0.437
S 1.541 1.950 -0.056
H -2.138 1.736 0.003
H -0.345 3.388 -0.129
H 2.855 -2.484 -0.576
H 1.205 -1.918 -0.517
H -2.106 -0.871 1.153
```

Values from the calculation:
* HOMO energy (alpha / beta): -7.8 / -7.8 eV
* gap between HOMO and LUMO (alpha / beta): 7.4407 / 7.4416 eV
* ΔE to the lowest compared entry with this formula, charge and spin: 4.6462 eV

Record 3
DFT (ωB97M-V/def2-TZVPD) results for C5H5NO3S in the gas phase in a non-equilibrium geometry.

Geometry as XYZ:
```
15
Properties=species:S:1:pos:R:3
C -1.144 1.341 -2.342
C 0.107 0.819 -1.616
S 0.680 1.440 0.116
C 0.098 -0.273 0.677
C 0.030 -0.501 2.180
O -0.051 0.438 2.938
O 0.093 -1.845 2.422
N -0.171 -1.185 -0.173
C -0.059 -0.675 -1.473
O -0.092 -1.361 -2.483
H -1.029 2.394 -2.755
H -1.900 1.418 -1.571
H -1.381 0.510 -3.141
H 0.915 1.080 -2.366
H -0.083 -2.274 1.612
```

Values from the calculation:
* HOMO energy: -10.1 eV
* SMILES string: C[C@H]1SC(C(=O)O)=NC1=O
* gap between HOMO and LUMO: 8.8660 eV
* ΔE to the lowest compared entry with this formula, charge and spin: 0.0000 eV

Record 4
DFT (ωB97M-V/def2-TZVPD) results for C5H5NOS in the gas phase in a non-equilibrium geometry.

Geometry as XYZ:
```
13
Properties=species:S:1:pos:R:3
S 3.076 -1.193 -1.131
N 1.766 -1.472 -0.177
C 0.723 -0.762 0.058
C -0.555 -1.070 0.773
C -1.548 -0.181 0.849
C -1.462 1.103 -0.097
C -0.235 1.389 -0.469
O 1.024 0.633 -0.040
H 2.786 0.116 -1.101
H -0.358 -2.028 1.526
H -2.469 -0.237 1.406
H -2.465 1.522 -0.287
H -0.281 2.180 -1.310
```

Values from the calculation:
* HOMO energy: -8.4 eV
* SMILES string: S/N=c1/cccco1
* gap between HOMO and LUMO: 8.5235 eV
* ΔE to the lowest compared entry with this formula, charge and spin: 4.1955 eV

Record 5
DFT (ωB97M-V/def2-TZVPD) results for C5H5NOS in the gas phase in a non-equilibrium geometry.

Geometry as XYZ:
```
13
Properties=species:S:1:pos:R:3
O -2.557 1.047 -0.437
C -1.467 0.526 -0.236
C -1.273 -0.691 0.591
C -0.030 -1.140 0.739
C 1.193 -0.416 0.363
C 0.986 0.652 -0.691
S 2.218 1.261 -1.623
N -0.298 1.072 -0.781
H -2.138 -1.108 0.984
H 0.234 -1.993 1.369
H 1.880 -1.089 -0.096
H 1.734 0.013 1.233
H -0.481 1.865 -1.415
```

Values from the calculation:
* HOMO energy: -9.0 eV
* SMILES string: O=C1C=CCC(=S)N1
* gap between HOMO and LUMO: 8.6065 eV
* ΔE to the lowest compared entry with this formula, charge and spin: 0.2648 eV

Record 6
DFT (ωB97M-V/def2-TZVPD) results for a molecular structure, C5H5NS in a non-equilibrium geometry.

Geometry as XYZ:
```
12
Properties=species:S:1:pos:R:3
C -2.484 -1.042 -0.033
C -3.247 0.011 -0.312
C -0.745 -0.101 0.318
C 1.632 0.166 -0.588
C 0.627 0.209 0.595
N -1.321 -1.562 0.200
S -1.876 1.101 -0.100
H 1.804 0.985 -1.216
H 1.320 -0.708 -1.185
H 2.590 0.026 -0.182
H 0.610 1.229 0.947
H 1.089 -0.314 1.556
```

Values from the calculation:
* HOMO energy: -9.0 eV
* gap between HOMO and LUMO: 8.1781 eV
* ΔE to the lowest compared entry with this formula, charge and spin: 5.3637 eV

Record 7
DFT (ωB97M-V/def2-TZVPD) results for a molecular structure, C5H5NaO7 in a non-equilibrium geometry.

Geometry as XYZ:
```
18
Properties=species:S:1:pos:R:3
O -3.588 -2.125 -0.255
C -2.874 -1.160 0.112
O -3.257 0.034 0.071
O -1.599 -1.450 0.429
O 1.719 -0.213 0.405
C 0.649 -0.973 0.955
C -0.707 -0.368 0.641
H 0.801 -1.051 2.038
H 0.741 -1.971 0.511
H -0.649 0.259 -0.259
H -1.056 0.249 1.481
Na -5.856 -0.828 -0.656
O 1.695 1.740 1.625
C 2.199 0.916 0.889
O 2.764 1.856 -1.970
C 2.903 2.116 -3.194
O 2.961 2.245 -4.341
H 3.152 0.726 1.516
```

Values from the calculation:
* HOMO energy: -8.5 eV
* gap between HOMO and LUMO: 7.1051 eV

Record 8
DFT (ωB97M-V/def2-TZVPD) results for 2 unconnected molecules or ions with the total composition C5H5O2.

Geometry as XYZ:
```
12
Properties=species:S:1:pos:R:3
C -2.878 -0.048 -0.024
C 0.873 1.032 -0.467
C 1.030 -1.113 0.001
C 1.091 0.179 0.736
C -0.109 -0.092 -0.117
O -3.022 1.096 0.131
O -3.082 -1.185 -0.167
H 0.541 2.059 -0.310
H 1.593 0.954 -1.296
H 1.760 -1.288 -0.805
H 0.832 -2.022 0.572
H 1.371 0.429 1.747
```

Values from the calculation:
* HOMO energy: -2.3 eV
* charge: -1
* gap between HOMO and LUMO: 6.2607 eV
* ΔE to the lowest compared entry with this formula, charge and spin: 3.0503 eV

Record 9
DFT (ωB97M-V/def2-TZVPD) results for a gas-phase ion, C5H5O2S (charge -1) in a non-equilibrium geometry.

Geometry as XYZ:
```
13
Properties=species:S:1:pos:R:3
C -0.886 -1.705 0.117
C -1.913 -0.832 -0.034
C 0.315 -0.952 -0.066
C -0.102 0.329 -0.385
C 0.755 1.658 0.002
O -1.474 0.415 -0.317
O 2.119 1.453 -0.141
S 1.925 -1.530 0.064
H -0.952 -2.738 0.402
H -2.981 -0.968 0.026
H 0.445 2.474 -0.670
H 0.477 1.923 1.035
H 2.271 0.473 -0.033
```

Values from the calculation:
* HOMO energy (alpha / beta): 0.1 / -4.1 eV
* charge: -1
* gap between HOMO and LUMO (alpha / beta): 3.7094 / 6.9971 eV
* 2S+1: 3
* ΔE to the lowest compared entry with this formula, charge and spin: 0.0000 eV

Record 10
DFT (ωB97M-V/def2-TZVPD) results for C5H5OP in the gas phase in a non-equilibrium geometry.

Geometry as XYZ:
```
12
Properties=species:S:1:pos:R:3
O 3.643 0.928 -0.195
C 2.513 0.800 -0.676
C 1.408 0.314 -0.044
C 0.688 -0.530 0.942
C 0.666 -0.951 -0.507
C -0.142 0.162 -0.057
P -1.878 1.439 -0.129
H 2.348 0.970 -1.878
H 0.911 -0.935 1.823
H 0.851 -1.629 -1.259
H -1.644 2.068 1.121
H -2.407 0.305 0.578
```

Values from the calculation:
* HOMO energy: -9.0 eV
* SMILES string: O=C[C@]12[C@@H]3[C@H]1[C@@]32P
* gap between HOMO and LUMO: 9.1737 eV
* ΔE to the lowest compared entry with this formula, charge and spin: 3.7785 eV

Record 11
DFT (ωB97M-V/def2-TZVPD) results for a gas-phase ion, C5H5S2 (charge -1) in a non-equilibrium geometry.

Geometry as XYZ:
```
12
Properties=species:S:1:pos:R:3
C -0.326 -0.558 0.189
C 0.550 0.650 -0.211
C 1.974 0.241 -0.138
C 3.350 0.534 -0.054
S 4.517 1.708 0.080
C 2.853 -0.810 -0.155
S 3.196 -2.485 0.037
H -0.266 -1.438 -0.508
H -1.297 -0.210 0.368
H -0.089 -0.987 1.086
H 0.409 1.494 0.523
H 0.344 1.249 -1.210
```

Values from the calculation:
* HOMO energy: -3.5 eV
* charge: -1
* SMILES string: CCc1c([S-])c1=S
* gap between HOMO and LUMO: 7.0682 eV
* ΔE to the lowest compared entry with this formula, charge and spin: 0.4310 eV

Record 12
DFT (ωB97M-V/def2-TZVPD) results for C5H6 in the gas phase in a non-equilibrium geometry.

Geometry as XYZ:
```
11
Properties=species:S:1:pos:R:3
C 2.550 -0.548 -0.093
C 1.553 0.124 -0.119
C 0.215 0.826 0.176
C -0.893 0.168 -0.492
C -1.799 -0.599 0.135
H 3.417 -1.186 0.131
H 0.122 0.984 1.310
H 0.377 1.779 -0.231
H -0.913 0.135 -1.666
H -2.678 -0.915 -0.389
H -1.950 -0.768 1.236
```

Values from the calculation:
* HOMO energy: -9.8 eV
* SMILES string: C#CCC=C
* gap between HOMO and LUMO: 10.9288 eV
* ΔE to the lowest compared entry with this formula, charge and spin: 2.3094 eV

Record 13
DFT (ωB97M-V/def2-TZVPD) results for C5H6 in the gas phase in a non-equilibrium geometry.

Geometry as XYZ:
```
11
Properties=species:S:1:pos:R:3
C 2.116 -0.064 -0.028
C 0.740 -0.057 -0.120
C -0.244 -1.149 -0.069
C -0.717 0.238 0.173
C -1.716 1.154 0.167
H 2.698 -0.865 -0.276
H 2.545 0.890 -0.012
H -0.710 -1.671 -0.946
H -0.342 -1.454 0.931
H -2.806 0.721 0.132
H -1.564 2.256 0.048
```

Values from the calculation:
* HOMO energy: -9.2 eV
* SMILES string: C=C1CC1=C
* gap between HOMO and LUMO: 9.7907 eV
* ΔE to the lowest compared entry with this formula, charge and spin: 3.3416 eV

Record 14
DFT (ωB97M-V/def2-TZVPD) results for C5H6 in the gas phase in a non-equilibrium geometry.

Geometry as XYZ:
```
11
Properties=species:S:1:pos:R:3
C 1.824 0.214 1.569
C 0.919 -0.191 0.530
C -0.312 0.033 -0.461
C -1.231 0.929 -0.862
C -1.356 -0.539 -1.397
H 2.299 -0.542 2.205
H 1.612 1.279 2.047
H 1.185 -1.199 0.361
H -1.523 1.846 -0.569
H -2.210 -1.147 -1.004
H -1.206 -0.681 -2.420
```

Values from the calculation:
* HOMO energy: -8.8 eV
* SMILES string: C=CC1=CC1
* gap between HOMO and LUMO: 9.2109 eV
* ΔE to the lowest compared entry with this formula, charge and spin: 4.4080 eV

Record 15
DFT (ωB97M-V/def2-TZVPD) results for C5H6 in the gas phase in a non-equilibrium geometry.

Geometry as XYZ:
```
11
Properties=species:S:1:pos:R:3
C -1.178 -0.957 -2.097
C -0.838 -0.491 -1.045
C -0.443 -0.060 0.319
C 0.913 -0.265 0.839
C 0.430 1.170 0.605
H -1.321 -1.440 -3.075
H -1.261 -0.233 1.064
H 1.018 -0.553 1.904
H 1.761 -0.684 0.201
H 0.786 1.834 -0.220
H 0.134 1.678 1.505
```

Values from the calculation:
* HOMO energy: -9.6 eV
* SMILES string: C#CC1CC1
* gap between HOMO and LUMO: 10.8050 eV
* ΔE to the lowest compared entry with this formula, charge and spin: 2.0263 eV

Record 16
DFT (ωB97M-V/def2-TZVPD) results for 2 unconnected molecules or ions with the total composition C5H6Br2 in a non-equilibrium geometry.

Geometry as XYZ:
```
13
Properties=species:S:1:pos:R:3
C 0.375 0.776 2.620
C 0.173 0.350 1.504
C -0.353 0.777 -0.872
C 0.167 -1.567 -0.028
C -0.038 -0.144 0.238
Br 2.141 -1.838 -0.386
Br -3.346 -1.139 0.153
H 0.525 1.162 3.585
H -0.714 1.731 -0.491
H 0.545 0.959 -1.468
H -1.097 0.337 -1.535
H -0.045 -2.213 0.820
H -0.329 -1.909 -0.934
```

Values from the calculation:
* HOMO energy: -8.2 eV
* gap between HOMO and LUMO: 4.7682 eV
* ΔE to the lowest compared entry with this formula, charge and spin: 3.1100 eV

Record 17
DFT (ωB97M-V/def2-TZVPD) results for a molecular structure, C5H6Br3F3O2 in a non-equilibrium geometry.

Geometry as XYZ:
```
19
Properties=species:S:1:pos:R:3
C -1.418 2.650 2.355
Br -3.043 1.879 1.490
Br -1.644 2.829 4.256
Br -0.636 4.357 1.681
H -0.735 1.833 2.125
C 0.422 -2.161 1.153
C 0.040 -2.115 -0.348
O 0.380 -0.800 -0.831
C 0.581 -0.505 -2.145
O 0.256 -1.258 -3.047
C 1.074 0.917 -2.366
F 1.868 1.461 -1.394
F 1.741 0.922 -3.553
F -0.008 1.663 -2.516
H -0.233 -1.571 1.794
H 1.433 -1.790 1.322
H 0.449 -3.202 1.473
H -1.036 -2.258 -0.449
H 0.508 -2.851 -1.002
```

Values from the calculation:
* HOMO energy: -10.4 eV
* gap between HOMO and LUMO: 9.9429 eV
* ΔE to the lowest compared entry with this formula, charge and spin: 0.3667 eV

Record 18
DFT (ωB97M-V/def2-TZVPD) results for 2 unconnected molecules or ions with the total composition C5H6BrF in a non-equilibrium geometry.

Geometry as XYZ:
```
13
Properties=species:S:1:pos:R:3
C -1.541 2.594 -1.624
C 0.029 -0.624 0.417
C -1.744 1.571 -0.852
C 0.115 0.241 -0.576
C 0.970 -1.645 0.959
F -2.587 0.993 -0.034
Br 1.463 0.699 -1.687
H -2.327 3.287 -1.865
H -0.629 2.819 -2.046
H -0.952 -0.779 0.985
H 0.644 -2.623 1.090
H 1.336 -1.288 1.825
H 1.888 -1.588 0.281
```

Values from the calculation:
* HOMO energy: -9.0 eV
* gap between HOMO and LUMO: 9.6572 eV
* ΔE to the lowest compared entry with this formula, charge and spin: 3.3496 eV

Record 19
DFT (ωB97M-V/def2-TZVPD) results for 2 unconnected molecules or ions with the total composition C5H6BrF in a non-equilibrium geometry.

Geometry as XYZ:
```
13
Properties=species:S:1:pos:R:3
C 1.055 -0.335 -1.010
C 0.126 -1.366 -0.372
C 0.165 0.869 1.276
C 0.099 0.162 -0.077
C -0.722 1.270 0.144
F -0.638 2.278 -0.697
Br -3.581 -0.727 0.018
H 2.042 -0.334 -0.656
H 0.900 0.073 -1.949
H -0.769 -1.825 -0.894
H 0.538 -1.891 0.528
H -0.232 0.352 2.146
H 1.018 1.475 1.542
```

Values from the calculation:
* HOMO energy (alpha / beta): -10.3 / -8.3 eV
* gap between HOMO and LUMO (alpha / beta): 9.4518 / 5.2579 eV
* ΔE to the lowest compared entry with this formula, charge and spin: 3.8921 eV

no.,energy (hartree)
1,-398.55467
2,-796.78007
3,-872.17555
4,-721.56546
5,-721.70991
6,-646.25571
7,-882.50216
8,-343.92374
9,-742.09665
10,-609.85410
11,-989.88531
12,-193.99562
13,-193.95769
14,-193.91850
15,-194.00602
16,-5341.99997
17,-8366.22442
18,-2867.80829
19,-2867.78836